Molecular formula: C29H48BrNOP2Pb
Method: DFT, wB97M-V/def2-TZVPD

Structure (XYZ):
```
83
Properties=species:S:1:pos:R:3:forces:R:3:lowdin_charge:R:1
H -3.01525 -2.50083 -3.10676 0.24 0.04 -0.25 0.07
C -0.37959 -4.47070 2.92820 0.58 0.03 -0.64 -0.14
H -2.46654 2.15861 -3.31860 0.32 -0.16 -0.19 0.08
C -1.89479 -1.04803 1.92015 0.16 -0.20 -0.65 -0.39
C 1.29495 -3.48306 4.17162 0.47 -0.08 -0.84 -0.13
P -1.66623 0.12769 -2.33195 1.07 0.41 0.21 0.87
C 4.40513 2.38342 -0.17080 0.20 -0.05 -0.04 -0.05
H 1.78012 -1.33154 -0.17030 0.25 -0.44 -0.61 0.10
N 0.01852 -3.81540 4.01223 -0.21 -0.45 0.80 0.05
C -3.27559 1.57046 3.08990 -0.32 0.14 0.26 -0.13
C 1.77471 4.37104 -0.57959 0.51 0.24 0.04 -0.26
C -1.11413 -1.41117 -3.15840 0.10 -0.24 0.26 -0.41
H -3.45666 -1.21086 -1.45311 0.05 0.40 -0.07 0.08
C 3.35905 2.94974 0.75426 -0.06 0.33 0.18 -0.23
H -0.76044 1.85920 4.68023 0.13 -0.23 -0.05 0.07
H 3.13346 2.27266 1.59051 0.12 0.12 -0.21 0.12
H -3.90606 0.75018 2.72748 0.22 0.18 0.01 0.07
H 0.87106 5.17040 1.20357 0.08 0.01 0.00 0.09
H 0.49900 -0.69298 3.43899 0.02 0.27 -0.09 0.07
C 2.56272 -3.98470 0.71731 0.91 0.52 -1.56 0.06
H 2.56274 4.60892 -1.30628 -0.16 -0.02 0.11 0.13
H -2.77876 -0.85589 1.28670 0.34 -0.08 0.09 0.07
H 2.50331 5.81641 0.89045 -0.16 -0.11 -0.08 0.09
H -2.40259 2.17592 1.21680 0.04 0.09 0.29 0.07
H -3.39228 0.40551 -0.73209 -0.11 -0.26 -0.41 0.06
H -0.72748 1.94721 -3.58214 -0.40 -0.20 -0.07 0.06
Br 3.11639 1.30344 -4.11205 0.41 -1.42 0.30 0.72
H -4.52903 -0.22764 -3.55380 0.08 0.32 0.38 0.08
C -4.48529 0.34420 -2.61089 -0.29 -0.22 -0.01 -0.13
H -1.19272 0.21199 -5.39207 -0.37 0.33 0.07 0.08
H 4.69118 -1.51773 -4.25095 -0.02 0.00 0.33 0.12
H -3.89329 2.47811 3.08074 0.10 -0.22 0.00 0.09
H 0.38667 0.76381 5.45813 -0.17 0.07 -0.16 0.09
H -1.50464 -1.98023 3.88752 -0.24 0.23 -0.26 0.05
H -3.02077 1.37750 4.13983 0.01 0.00 -0.39 0.07
H 0.05502 -5.05485 0.87904 0.35 -0.11 0.52 0.12
H -1.88479 1.83052 -5.72111 0.03 -0.40 0.02 0.09
H 4.52951 2.99394 -1.07169 -0.08 -0.10 0.14 0.09
C 1.78743 -4.19713 1.92571 -0.14 0.27 0.07 -0.21
H -2.90436 -0.86578 3.88325 0.25 -0.22 -0.26 0.06
H 4.65945 -3.47666 -2.63853 -0.38 0.54 0.02 0.14
C 0.17773 0.35868 3.36801 0.57 0.13 -0.33 -0.39
P -0.85709 0.48166 1.84634 -0.76 -0.46 1.29 0.85
H 1.07565 0.96274 3.15061 -0.13 -0.27 0.16 0.07
H -1.29360 -1.82328 1.41541 -0.27 0.11 0.03 0.07
C -1.70466 1.42587 -3.63642 0.02 0.11 0.15 -0.41
C 2.24278 -3.63942 3.14953 -0.68 0.03 -0.51 0.00
C 4.07326 -1.49460 -3.35434 -0.08 0.40 0.22 -0.05
H 5.37268 2.35106 0.33572 -0.08 -0.03 -0.02 0.10
C 4.04132 -2.58469 -2.45935 -0.39 0.34 0.26 0.02
H -0.31650 -1.15422 -3.87754 -0.27 -0.03 0.29 0.08
C 2.40718 -1.40183 -1.08207 -0.58 -0.14 -0.16 -0.06
C 2.34653 -0.41549 -2.05246 -0.08 0.23 -0.48 -0.33
H -1.41942 -4.79129 2.89201 0.13 0.13 0.04 0.12
C -2.05552 1.83738 2.20855 0.29 0.33 -0.55 -0.41
C 3.10168 -3.57513 -0.31320 -1.43 -0.32 2.27 0.06
C -3.35453 -0.13898 -1.69648 -0.17 0.14 0.42 -0.41
H 1.58221 -3.02836 5.11836 -0.13 -0.02 -0.14 0.12
H 4.14422 1.36146 -0.45702 0.06 0.04 -0.12 0.06
H -1.45580 2.65418 2.64031 -0.17 -0.08 -0.23 0.08
C 0.46109 -4.69186 1.83096 0.39 0.71 0.16 0.00
Pb 0.63096 1.28430 -0.58621 -1.49 0.07 0.84 1.35
O 2.09360 3.11133 0.05614 -0.05 0.29 0.31 -0.47
C -0.40669 0.82140 4.70167 -0.10 -0.04 0.42 -0.13
H 0.84613 4.19432 -1.14506 0.17 -0.05 0.10 0.10
H -3.00989 -2.43977 3.10712 0.18 0.18 0.01 0.09
H -1.80510 -3.12020 -4.25373 -0.20 0.11 0.14 0.09
C 1.56973 5.48660 0.42511 -0.11 0.08 0.03 -0.05
H 1.52151 0.32273 -2.23647 1.09 -1.07 0.15 -0.08
H 3.67997 3.90111 1.19935 -0.24 -0.15 -0.21 0.13
H -2.70599 -1.66391 -4.65380 0.11 -0.10 0.31 0.07
C 3.26144 -0.38394 -3.09041 -0.18 0.18 -0.84 -0.58
H 3.23870 -3.19360 3.23503 -0.32 -0.45 -0.01 0.12
H -1.22500 0.18675 5.06368 0.22 0.16 -0.23 0.07
H -0.63845 -2.02811 -2.37464 -0.11 0.16 -0.29 0.08
H -4.39174 1.42115 -2.83301 -0.18 -0.53 0.07 0.07
C -2.23668 -2.20781 -3.82364 0.02 -0.26 -0.40 -0.13
H 1.12673 6.35537 -0.06715 0.10 -0.06 -0.04 0.09
C -2.33642 -1.58918 3.28397 -0.17 -0.07 0.39 -0.13
C -1.94980 0.94619 -5.06973 -0.19 0.33 -0.22 -0.13
H -5.43416 0.16761 -2.08271 0.21 0.22 -0.28 0.09
C 3.22238 -2.53522 -1.30468 0.58 0.25 -0.36 -0.21
H -2.95958 0.52326 -5.19922 0.47 0.12 0.07 0.07
```
Forces are in eV/Å.

Molar mass = 775.76 g/mol
ΔE to the lowest compared entry with this formula, charge and spin = 0.0 kcal/mol
Charge = +2
HOMO-LUMO gap = 6.573 eV
HOMO = -13.87 eV